(1)
{
  "formula": "C24H42IrN3Se2Te2",
  "method": "ωB97M-V/def2-TZVPD",
  "species": ["Ir", "C", "C", "C", "C", "C", "C", "C", "C", "C", "C", "C", "C", "C", "C", "C", "C", "C", "H", "H", "H", "H", "H", "H", "H", "H", "H", "H", "H", "H", "H", "H", "H", "H", "H", "H", "H", "H", "H", "H", "H", "H", "H", "H", "H", "H", "H", "Se", "Te", "Te", "Se", "C", "C", "N", "C", "N", "C", "C", "C", "N", "C", "H", "H", "H", "H", "H", "H", "H", "H", "H", "H", "H", "H", "H"],
  "xyz": [[0.086, -0.432, -0.264], [0.046, -2.450, -1.165], [-0.879, -1.652, -1.917], [-0.134, -0.532, -2.479], [1.239, -0.742, -2.061], [1.369, -1.915, -1.286], [2.679, -2.594, -0.951], [2.490, -3.706, 0.081], [3.710, -1.584, -0.455], [3.171, -3.223, -2.267], [-0.478, 0.579, -3.489], [0.804, 1.336, -3.874], [-1.029, -0.006, -4.797], [-1.445, 1.630, -2.933], [-2.289, -2.181, -2.195], [-2.762, -3.174, -1.124], [-2.204, -2.984, -3.507], [-3.366, -1.101, -2.290], [-0.196, -3.371, -0.661], [2.063, -0.095, -2.308], [2.102, -3.309, 1.018], [3.451, -4.186, 0.278], [1.810, -4.477, -0.289], [3.376, -1.106, 0.464], [3.896, -0.800, -1.191], [4.658, -2.092, -0.265], [2.437, -3.928, -2.665], [4.103, -3.765, -2.092], [3.356, -2.458, -3.023], [1.529, 0.682, -4.361], [1.276, 1.811, -3.013], [0.541, 2.126, -4.579], [-0.390, -0.809, -5.171], [-1.053, 0.781, -5.553], [-2.042, -0.387, -4.699], [-0.960, 2.194, -2.137], [-2.357, 1.198, -2.534], [-1.718, 2.326, -3.730], [-2.092, -4.028, -1.024], [-3.732, -3.568, -1.435], [-2.894, -2.700, -0.156], [-1.499, -3.811, -3.397], [-1.886, -2.383, -4.353], [-3.185, -3.406, -3.736], [-3.369, -0.487, -1.387], [-4.343, -1.578, -2.383], [-3.239, -0.453, -3.151], [1.098, 1.860, -0.225], [1.226, 2.687, 2.137], [2.671, 0.553, 2.860], [0.861, -1.006, 2.100], [-2.854, -1.727, 4.080], [-2.188, -2.571, 3.013], [-2.044, -1.799, 1.783], [-2.326, -0.474, 1.648], [-1.713, 0.231, 0.724], [-2.258, 1.560, 0.447], [-2.747, 2.244, 1.709], [-3.799, 1.373, 2.353], [-3.303, 0.011, 2.461], [-3.929, -0.882, 3.421], [-2.120, -1.060, 4.537], [-3.274, -2.364, 4.858], [-2.794, -3.456, 2.801], [-1.201, -2.900, 3.344], [-1.287, -2.075, 1.171], [-3.086, 1.480, -0.272], [-1.477, 2.151, -0.019], [-3.163, 3.225, 1.474], [-1.904, 2.378, 2.389], [-4.726, 1.390, 1.766], [-4.042, 1.723, 3.358], [-4.683, -1.519, 2.941], [-4.441, -0.261, 4.156]],
  "e_above_lowest_ev": 0.000,
  "total_energy_ev": -178161.7792,
  "gap_ev": 7.0
}

(2)
{
  "formula": "C18H16N3O2",
  "method": "ωB97M-V/def2-TZVPD",
  "species": ["O", "N", "C", "C", "C", "C", "C", "C", "O", "C", "C", "C", "C", "C", "C", "C", "C", "C", "C", "N", "C", "N", "C", "H", "H", "H", "H", "H", "H", "H", "H", "H", "H", "H", "H", "H", "H", "H", "H"],
  "xyz": [[4.259, 0.632, 5.344], [3.362, 1.468, 5.383], [2.269, 1.725, 4.485], [1.376, 2.665, 4.900], [0.367, 2.962, 3.976], [0.223, 2.168, 2.826], [1.186, 1.236, 2.446], [0.845, 0.435, 1.189], [1.527, -0.829, 1.429], [1.368, 1.164, -0.043], [0.850, 0.747, -1.467], [-0.573, 0.617, -1.548], [-1.639, 1.528, -1.317], [-2.956, 1.121, -1.649], [-3.233, -0.245, -1.920], [-2.155, -1.168, -2.075], [-0.834, -0.686, -1.874], [0.364, -1.399, -2.099], [0.841, -2.597, -2.582], [2.236, -2.509, -2.658], [2.558, -1.233, -2.228], [1.381, -0.576, -1.830], [2.198, 1.026, 3.281], [3.372, 2.026, 6.206], [1.383, 3.286, 5.802], [-0.265, 3.846, 4.012], [-0.622, 2.297, 2.196], [-0.196, 0.160, 1.166], [1.356, -1.554, 0.662], [1.100, 2.212, 0.035], [2.458, 1.074, -0.023], [1.241, 1.448, -2.188], [-1.419, 2.544, -1.127], [-3.830, 1.731, -1.523], [-4.271, -0.511, -2.050], [-2.227, -2.170, -2.407], [0.184, -3.421, -2.953], [3.603, -0.828, -2.235], [2.950, 0.241, 3.095]],
  "charge": 1,
  "total_energy_ev": -27479.8548,
  "gap_ev": 3.2,
  "smiles": "O=[NH+]c1cccc([C@H](O)C[C@@H]2c3ccccc3-c3cncn32)c1"
}

(3)
{
  "formula": "C18H21N3O2S",
  "method": "ωB97M-V/def2-TZVPD",
  "species": ["C", "C", "C", "N", "C", "C", "N", "S", "O", "O", "C", "C", "C", "C", "C", "C", "C", "N", "C", "C", "C", "C", "C", "C", "H", "H", "H", "H", "H", "H", "H", "H", "H", "H", "H", "H", "H", "H", "H", "H", "H", "H", "H", "H", "H"],
  "xyz": [[-3.649, -1.631, 1.455], [-4.177, -0.317, 0.895], [-3.718, -0.057, -0.545], [-2.336, 0.340, -0.627], [-1.247, -0.363, -1.065], [-1.295, -1.787, -1.502], [0.014, -2.364, -1.292], [0.617, -2.249, 0.280], [1.307, -3.489, 0.510], [-0.453, -1.903, 1.179], [1.821, -0.941, 0.235], [1.845, -0.012, 1.255], [2.813, 0.977, 1.245], [3.755, 1.035, 0.224], [4.810, 2.099, 0.218], [3.716, 0.077, -0.785], [2.755, -0.917, -0.780], [-0.147, 0.332, -1.064], [-0.484, 1.570, -0.583], [0.298, 2.698, -0.372], [-0.327, 3.825, 0.118], [-1.697, 3.844, 0.387], [-2.492, 2.734, 0.180], [-1.868, 1.593, -0.302], [-2.561, -1.650, 1.452], [-3.986, -1.760, 2.480], [-4.018, -2.472, 0.870], [-3.842, 0.508, 1.525], [-5.270, -0.327, 0.904], [-3.867, -0.952, -1.154], [-4.318, 0.752, -0.977], [-2.068, -2.320, -0.932], [-1.532, -1.845, -2.572], [0.094, -3.318, -1.610], [1.097, -0.066, 2.030], [2.833, 1.715, 2.034], [4.491, 2.968, 0.788], [5.726, 1.716, 0.669], [5.043, 2.408, -0.799], [4.446, 0.115, -1.581], [2.709, -1.663, -1.555], [1.354, 2.677, -0.589], [0.250, 4.720, 0.296], [-2.146, 4.751, 0.765], [-3.551, 2.762, 0.386]],
  "e_above_lowest_ev": 1.433,
  "total_energy_ev": -38407.7271,
  "gap_ev": 9.0,
  "smiles": "CCCn1c(CNS(=O)(=O)c2ccc(C)cc2)nc2ccccc21"
}

(4)
{
  "formula": "C17H48BF3NO13",
  "method": "ωB97M-V/def2-TZVPD",
  "species": ["C", "C", "C", "N", "B", "O", "O", "C", "O", "C", "C", "C", "O", "C", "C", "F", "F", "F", "O", "H", "H", "H", "H", "H", "H", "H", "H", "H", "H", "H", "H", "H", "H", "H", "H", "C", "O", "H", "H", "H", "H", "C", "O", "H", "H", "H", "H", "C", "O", "H", "H", "H", "H", "C", "O", "H", "H", "H", "H", "C", "O", "H", "H", "H", "H", "C", "O", "H", "H", "H", "H", "C", "O", "H", "H", "H", "H", "C", "O", "H", "H", "H", "H"],
  "xyz": [[1.753, -2.790, -4.109], [1.982, -1.284, -4.068], [3.438, -0.879, -4.310], [1.087, -0.446, -3.876], [0.334, -0.516, -2.520], [1.407, -0.857, -1.507], [-0.296, 0.751, -2.080], [-1.304, 0.397, -1.227], [-1.288, 0.864, 0.119], [-0.018, 1.090, 0.678], [0.562, -0.078, 1.450], [1.972, 0.294, 1.975], [-0.295, -0.263, 2.588], [-1.716, -1.127, -1.536], [-1.663, -2.155, -0.394], [-2.060, -1.715, 0.782], [-2.531, -3.161, -0.712], [-0.512, -2.739, -0.305], [-0.766, -1.494, -2.472], [0.697, -3.017, -4.014], [2.285, -3.232, -3.263], [2.118, -3.185, -5.059], [4.068, -1.677, -3.911], [3.646, -0.742, -5.371], [3.623, 0.028, -3.744], [1.836, -0.009, -1.341], [-2.172, 0.931, -1.648], [0.741, 1.454, -0.013], [-0.141, 1.875, 1.429], [0.684, -0.973, 0.844], [2.696, -0.341, 1.460], [2.226, 1.335, 1.780], [2.071, 0.084, 3.036], [-0.224, -1.174, 2.895], [-2.730, -1.079, -1.929], [-4.897, -2.123, 3.533], [-4.785, -1.758, 2.164], [-5.791, -1.658, 3.944], [-4.982, -3.209, 3.625], [-4.022, -1.773, 4.088], [-3.990, -2.177, 1.819], [-4.545, 2.182, 1.306], [-3.485, 2.447, 0.403], [-5.207, 3.048, 1.321], [-5.115, 1.304, 0.985], [-4.157, 2.013, 2.315], [-2.902, 1.667, 0.400], [-2.665, -6.856, -1.823], [-3.205, -5.842, -2.656], [-3.172, -7.791, -2.054], [-1.594, -6.975, -2.008], [-2.827, -6.612, -0.769], [-2.747, -5.021, -2.440], [3.230, 4.795, 1.847], [2.953, 3.666, 2.685], [3.383, 4.441, 0.832], [2.389, 5.492, 1.861], [4.131, 5.299, 2.191], [2.818, 3.996, 3.580], [7.141, 3.276, 2.944], [6.069, 4.193, 2.765], [8.063, 3.769, 2.645], [7.220, 2.976, 3.993], [6.992, 2.390, 2.322], [5.255, 3.743, 3.031], [5.605, 7.603, 0.742], [4.511, 7.050, 0.019], [5.317, 7.675, 1.788], [6.483, 6.959, 0.657], [5.845, 8.603, 0.367], [4.774, 6.989, -0.904], [-7.285, -4.134, 5.776], [-5.967, -4.036, 6.305], [-7.268, -4.811, 4.926], [-7.972, -4.528, 6.531], [-7.630, -3.151, 5.446], [-6.004, -3.432, 7.054], [-0.539, -0.741, -7.396], [0.840, -0.643, -7.081], [-0.637, -1.293, -8.330], [-1.073, -1.276, -6.606], [-0.976, 0.254, -7.522], [0.909, -0.158, -6.246]],
  "charge": -1,
  "total_energy_ev": -55344.1793,
  "gap_ev": 6.6
}

(5)
{
  "formula": "C10H20N4O4",
  "method": "ωB97M-V/def2-TZVPD",
  "species": ["N", "C", "C", "C", "C", "C", "N", "C", "O", "C", "N", "C", "C", "N", "O", "C", "O", "O", "H", "H", "H", "H", "H", "H", "H", "H", "H", "H", "H", "H", "H", "H", "H", "H", "H", "H", "H", "H"],
  "xyz": [[5.181, 1.251, 0.004], [4.022, 0.556, 0.538], [3.726, -0.942, 0.031], [2.701, -1.612, 0.980], [1.596, -0.709, 0.935], [0.860, -0.711, -0.530], [0.286, 0.647, -1.012], [-0.471, 1.703, -0.620], [-0.208, 2.828, -1.067], [-1.660, 1.414, 0.223], [-2.085, 2.740, 0.845], [-2.760, 0.648, -0.604], [-3.364, -0.475, 0.151], [-3.524, -0.313, 1.521], [-3.509, -1.525, -0.418], [-0.289, -1.710, -0.608], [-0.384, -2.642, -1.343], [-1.168, -1.501, 0.383], [6.203, 1.069, 0.291], [5.247, 1.494, -0.999], [4.041, 0.398, 1.625], [3.203, 1.192, 0.440], [3.231, -0.725, -0.880], [4.692, -1.428, -0.260], [3.321, -1.712, 1.873], [2.377, -2.572, 0.523], [2.005, 0.320, 1.201], [0.652, -0.905, 1.448], [1.460, -0.914, -1.433], [1.000, 1.006, -1.590], [-1.635, 0.782, 1.167], [-1.578, 2.938, 1.649], [-1.825, 3.531, 0.186], [-3.564, 1.452, -0.946], [-2.420, 0.340, -1.528], [-3.967, -1.177, 1.818], [-3.783, 0.550, 1.951], [-1.679, -2.180, 0.552]],
  "e_above_lowest_ev": 4.070,
  "total_energy_ev": -24842.4113,
  "gap_ev": 9.6,
  "smiles": "NCCCC[C@H](NC(=O)[C@@H](N)CC(N)=O)C(=O)O"
}

What did the second record say?
{
  "formula": "C18H16N3O2",
  "method": "ωB97M-V/def2-TZVPD",
  "species": ["O", "N", "C", "C", "C", "C", "C", "C", "O", "C", "C", "C", "C", "C", "C", "C", "C", "C", "C", "N", "C", "N", "C", "H", "H", "H", "H", "H", "H", "H", "H", "H", "H", "H", "H", "H", "H", "H", "H"],
  "xyz": [[4.259, 0.632, 5.344], [3.362, 1.468, 5.383], [2.269, 1.725, 4.485], [1.376, 2.665, 4.900], [0.367, 2.962, 3.976], [0.223, 2.168, 2.826], [1.186, 1.236, 2.446], [0.845, 0.435, 1.189], [1.527, -0.829, 1.429], [1.368, 1.164, -0.043], [0.850, 0.747, -1.467], [-0.573, 0.617, -1.548], [-1.639, 1.528, -1.317], [-2.956, 1.121, -1.649], [-3.233, -0.245, -1.920], [-2.155, -1.168, -2.075], [-0.834, -0.686, -1.874], [0.364, -1.399, -2.099], [0.841, -2.597, -2.582], [2.236, -2.509, -2.658], [2.558, -1.233, -2.228], [1.381, -0.576, -1.830], [2.198, 1.026, 3.281], [3.372, 2.026, 6.206], [1.383, 3.286, 5.802], [-0.265, 3.846, 4.012], [-0.622, 2.297, 2.196], [-0.196, 0.160, 1.166], [1.356, -1.554, 0.662], [1.100, 2.212, 0.035], [2.458, 1.074, -0.023], [1.241, 1.448, -2.188], [-1.419, 2.544, -1.127], [-3.830, 1.731, -1.523], [-4.271, -0.511, -2.050], [-2.227, -2.170, -2.407], [0.184, -3.421, -2.953], [3.603, -0.828, -2.235], [2.950, 0.241, 3.095]],
  "charge": 1,
  "total_energy_ev": -27479.8548,
  "gap_ev": 3.2,
  "smiles": "O=[NH+]c1cccc([C@H](O)C[C@@H]2c3ccccc3-c3cncn32)c1"
}

Repeat the second record exactly.
{
  "formula": "C18H16N3O2",
  "method": "ωB97M-V/def2-TZVPD",
  "species": ["O", "N", "C", "C", "C", "C", "C", "C", "O", "C", "C", "C", "C", "C", "C", "C", "C", "C", "C", "N", "C", "N", "C", "H", "H", "H", "H", "H", "H", "H", "H", "H", "H", "H", "H", "H", "H", "H", "H"],
  "xyz": [[4.259, 0.632, 5.344], [3.362, 1.468, 5.383], [2.269, 1.725, 4.485], [1.376, 2.665, 4.900], [0.367, 2.962, 3.976], [0.223, 2.168, 2.826], [1.186, 1.236, 2.446], [0.845, 0.435, 1.189], [1.527, -0.829, 1.429], [1.368, 1.164, -0.043], [0.850, 0.747, -1.467], [-0.573, 0.617, -1.548], [-1.639, 1.528, -1.317], [-2.956, 1.121, -1.649], [-3.233, -0.245, -1.920], [-2.155, -1.168, -2.075], [-0.834, -0.686, -1.874], [0.364, -1.399, -2.099], [0.841, -2.597, -2.582], [2.236, -2.509, -2.658], [2.558, -1.233, -2.228], [1.381, -0.576, -1.830], [2.198, 1.026, 3.281], [3.372, 2.026, 6.206], [1.383, 3.286, 5.802], [-0.265, 3.846, 4.012], [-0.622, 2.297, 2.196], [-0.196, 0.160, 1.166], [1.356, -1.554, 0.662], [1.100, 2.212, 0.035], [2.458, 1.074, -0.023], [1.241, 1.448, -2.188], [-1.419, 2.544, -1.127], [-3.830, 1.731, -1.523], [-4.271, -0.511, -2.050], [-2.227, -2.170, -2.407], [0.184, -3.421, -2.953], [3.603, -0.828, -2.235], [2.950, 0.241, 3.095]],
  "charge": 1,
  "total_energy_ev": -27479.8548,
  "gap_ev": 3.2,
  "smiles": "O=[NH+]c1cccc([C@H](O)C[C@@H]2c3ccccc3-c3cncn32)c1"
}